The following is a DFT calculation (ωB97M-V with the def2-TZVPD basis set) of a 2-piece molecular cluster, C10H18ClNOSi overall at a distorted geometry.

The value obtained for the relative energy (zero: lowest compared OMol25 entry of this formula, charge and spin) is 40.2 kcal per mole. As for the total energy: -34596.053 eV. The value obtained for the LUMO energy (alpha / beta) is -0.11 / -0.11 eV.

CARTESIAN COORDINATES (ANGSTROEM)
H -0.89860 -0.37861 -2.41101
H 3.77118 0.03339 -1.77948
H 2.57299 -1.21889 -1.70019
C 0.33080 0.74047 1.18821
C 1.91129 2.42342 -2.83493
H -0.12421 -0.15133 0.66406
H 3.20072 -0.55783 -0.13056
C -1.66217 -1.57159 2.87832
H 0.46534 -1.36387 -1.99478
C -2.24160 0.56483 2.09192
H 2.45574 1.91888 -3.66616
Si 1.39125 0.94368 -1.62158
C 0.20272 -0.37812 -2.31136
H 1.05508 2.88779 -3.26691
C -2.37228 -1.50778 0.77351
C 2.87141 -0.22313 -1.22163
C 0.62738 1.77653 0.00460
H 0.62326 -0.17288 -3.32793
H 2.52776 3.09516 -2.20815
O -0.28544 1.27149 2.24300
H 1.47993 2.44286 0.40114
H -2.59510 -1.04698 -0.14503
H -2.30890 -3.73500 0.52057
H -0.32168 2.43746 -0.08252
H 1.30864 0.50157 1.55631
Cl -2.82916 1.61612 0.87564
H -1.42893 -3.58186 3.21138
N -2.06394 -0.73346 1.86135
H -2.49538 0.77538 3.09653
C -1.70981 -2.86269 2.47254
C -2.22105 -2.80903 1.11588
H -1.23723 -1.13597 3.74728

The natural (NBO) scheme yields these atomic charges, measured in e:
1. H 0.24
2. H 0.23
3. H 0.23
4. C -0.07
5. C -1.06
6. H 0.14
7. H 0.26
8. C -0.04
9. H 0.23
10. C 0.24
11. H 0.23
12. Si 1.58
13. C -1.12
14. H 0.23
15. C -0.05
16. C -1.13
17. C -0.88
18. H 0.22
19. H 0.24
20. O -0.63
21. H 0.21
22. H 0.23
23. H 0.23
24. H 0.23
25. H 0.17
26. Cl 0.08
27. H 0.24
28. N -0.41
29. H 0.22
30. C -0.27
31. C -0.26
32. H 0.23